No. 1
{
  "formula": "C23H47FO10P2Si2",
  "method": "ωB97M-V/def2-TZVPD",
  "homo_energy_ev": -9.27,
  "homo_lumo_gap_ev": 9.56,
  "total_charge": 0,
  "species": ["P", "P", "Si", "Si", "F", "O", "O", "O", "O", "O", "O", "O", "O", "O", "O", "C", "C", "C", "C", "C", "C", "C", "C", "C", "C", "C", "C", "C", "C", "C", "C", "C", "C", "C", "C", "C", "C", "C", "H", "H", "H", "H", "H", "H", "H", "H", "H", "H", "H", "H", "H", "H", "H", "H", "H", "H", "H", "H", "H", "H", "H", "H", "H", "H", "H", "H", "H", "H", "H", "H", "H", "H", "H", "H", "H", "H", "H", "H", "H", "H", "H", "H", "H", "H", "H"],
  "coordinates": [[3.03, 3.28, 0.12], [2.56, -2.47, -2.46], [-2.53, -3.78, 1.97], [-3.46, -1.17, 1.52], [-2.36, -0.07, 3.72], [2.18, 4.07, -1.03], [1.49, -1.53, -2.84], [4.04, 2.81, -1.05], [3.06, -1.87, -1.03], [-6.11, -1.53, -0.95], [1.78, -3.82, -1.97], [4.03, -3.12, -2.66], [2.00, 3.16, 1.19], [-2.76, -2.54, 0.86], [3.98, 4.50, 0.68], [0.98, -5.08, -3.92], [0.63, -4.30, -2.66], [0.27, 5.36, -0.27], [4.36, 4.55, 2.05], [-2.10, -0.10, 2.34], [1.43, -0.59, 0.23], [5.47, 2.85, -1.03], [4.50, -4.55, -4.58], [5.51, 3.63, 2.39], [-8.44, 1.05, 1.99], [2.68, -0.56, -0.62], [-1.94, 1.31, 1.75], [-6.87, -0.46, 0.98], [-3.12, 2.26, 2.06], [-5.81, -0.83, -0.02], [-7.43, 0.81, 1.06], [-8.90, 0.05, 2.82], [-7.32, -1.46, 1.84], [-4.39, -0.33, 0.12], [0.75, 4.12, -0.99], [-8.32, -1.21, 2.76], [6.07, 1.55, -0.51], [4.33, -4.45, -3.07], [5.80, 3.73, 3.44], [5.28, -4.69, -2.60], [-7.09, 1.59, 0.40], [1.50, -4.44, -4.63], [3.51, 4.34, 2.71], [1.65, -1.02, 1.21], [-1.69, 1.27, 0.68], [0.07, -5.45, -4.39], [4.61, -5.60, -4.88], [-3.94, 1.69, 2.51], [5.39, -4.01, -4.90], [6.39, 3.85, 1.78], [-0.80, 5.30, -0.07], [5.85, 3.72, -0.50], [5.77, 2.98, -2.07], [-8.86, 2.05, 2.02], [-4.33, 0.77, 0.13], [0.65, -1.22, -0.20], [-0.05, -3.48, -2.91], [3.50, -0.15, -0.03], [-1.40, -4.61, 1.53], [-1.06, 1.74, 2.24], [0.45, 6.25, -0.89], [1.02, 0.41, 0.37], [0.10, -4.95, -1.97], [7.15, 1.64, -0.39], [-3.89, -0.63, -0.81], [3.65, -4.12, -5.10], [0.79, 5.52, 0.67], [4.66, 5.59, 2.25], [5.63, 1.26, 0.44], [2.55, 0.09, -1.49], [-6.90, -2.46, 1.78], [-9.70, 0.24, 3.52], [-1.15, -0.62, 2.21], [-3.79, -4.56, 2.04], [-3.52, 2.62, 1.11], [5.87, 0.74, -1.21], [-2.83, 3.09, 2.70], [5.24, 2.58, 2.21], [-8.66, -2.02, 3.39], [1.61, -5.93, -3.69], [0.40, 4.12, -2.02], [-2.22, -3.17, 3.29], [-4.41, -1.64, 2.54], [0.35, 3.22, -0.52], [3.62, -5.17, -2.69]]
}

=====

No. 2
{
  "formula": "C36H38F3N5O8SeSiTi",
  "method": "ωB97M-V/def2-TZVPD",
  "multiplicity": 3,
  "homo_energy_ev": [-0.07, -3.05],
  "de_lowest_kcal_mol": 14.8,
  "homo_lumo_gap_ev": [4.38, 7.37],
  "total_charge": -2,
  "species": ["Se", "Ti", "Si", "F", "F", "F", "O", "O", "O", "O", "O", "O", "O", "O", "N", "N", "N", "N", "N", "C", "C", "C", "C", "C", "C", "C", "C", "C", "C", "C", "C", "C", "C", "C", "C", "C", "C", "C", "C", "C", "C", "C", "C", "C", "C", "C", "C", "C", "C", "C", "C", "C", "C", "C", "C", "H", "H", "H", "H", "H", "H", "H", "H", "H", "H", "H", "H", "H", "H", "H", "H", "H", "H", "H", "H", "H", "H", "H", "H", "H", "H", "H", "H", "H", "H", "H", "H", "H", "H", "H", "H", "H", "H"],
  "coordinates": [[-1.34, 2.43, -2.01], [-0.14, -0.08, -0.12], [1.85, -0.34, 2.60], [5.65, -0.88, -4.21], [5.38, 1.27, -4.34], [6.40, 0.43, -2.65], [-0.23, 3.56, -1.75], [1.22, 0.19, 1.22], [-2.25, 2.56, -3.32], [-0.70, 0.91, -1.91], [-0.43, -1.77, -1.09], [-0.91, 1.49, 0.68], [-2.49, 2.50, -0.71], [-0.82, -1.36, 1.20], [-1.41, -2.51, 0.85], [1.63, -0.18, -1.31], [-2.82, -0.34, -0.59], [-3.00, 1.96, 1.52], [-1.17, -2.70, -0.46], [0.73, 0.11, 4.06], [4.15, 0.32, 4.20], [5.32, 0.21, -3.48], [4.47, 0.11, 1.74], [-2.08, -4.88, -3.25], [-3.17, -0.85, -1.76], [0.88, -0.36, 5.37], [-2.61, -4.63, -0.53], [-1.75, -3.71, -1.16], [3.24, 2.07, 2.68], [-5.10, -0.41, 0.09], [4.04, 0.07, -2.79], [-4.48, -1.19, -2.08], [-1.49, -3.85, -2.54], [-3.18, -5.65, -1.26], [2.31, 1.01, -1.41], [3.47, 1.17, -2.10], [2.19, -2.20, 2.55], [2.16, -1.23, -2.02], [2.32, -4.22, 1.21], [3.51, 0.57, 2.84], [-2.94, -5.79, -2.63], [2.60, -2.96, 3.65], [-1.01, 0.92, 6.12], [-3.31, 0.54, 1.61], [0.02, 0.04, 6.39], [2.72, -4.96, 2.31], [2.06, -2.86, 1.33], [-5.46, -0.97, -1.13], [2.86, -4.32, 3.54], [-1.43, 3.78, 1.09], [-3.77, -0.11, 0.32], [3.32, -1.15, -2.73], [-1.18, 1.40, 4.82], [-0.32, 0.99, 3.81], [-1.91, 2.38, 0.66], [0.16, -0.35, 7.39], [3.50, 0.63, 5.02], [-0.83, -3.14, -3.03], [2.79, 2.28, 1.70], [-6.49, -1.23, -1.33], [2.70, -2.49, 4.62], [-2.81, -4.52, 0.53], [2.56, 2.44, 3.45], [-1.87, -4.97, -4.31], [-1.68, 1.23, 6.91], [-3.85, -6.34, -0.76], [2.21, -4.70, 0.24], [5.09, 0.89, 4.29], [1.67, -1.07, 5.61], [3.67, -2.03, -3.25], [4.71, -0.96, 1.84], [4.04, 0.26, 0.74], [3.17, -4.88, 4.41], [5.41, 0.67, 1.79], [4.18, 2.63, 2.75], [-0.46, 1.36, 2.81], [-4.71, -1.61, -3.04], [-2.42, 0.02, 1.96], [-1.99, 2.08, 4.58], [1.85, 1.86, -0.90], [-3.82, 2.52, 1.30], [4.40, -0.74, 4.35], [-2.36, -0.99, -2.47], [2.92, -6.02, 2.22], [1.60, -2.15, -1.98], [-1.93, 4.08, 2.01], [-5.84, -0.22, 0.86], [3.93, 2.15, -2.12], [-3.40, -6.59, -3.19], [-0.36, 3.74, 1.26], [1.75, -2.31, 0.45], [-1.62, 4.51, 0.31], [-4.09, 0.43, 2.36]]
}

=====

No. 3
{
  "formula": "C4H5ClOS",
  "method": "ωB97M-V/def2-TZVPD",
  "homo_energy_ev": -9.20,
  "de_lowest_kcal_mol": 17.1,
  "homo_lumo_gap_ev": 9.67,
  "total_charge": 0,
  "smiles": "C[C@]1(C(=O)Cl)CS1",
  "species": ["Cl", "S", "O", "C", "C", "C", "C", "H", "H", "H", "H", "H"],
  "coordinates": [[-2.80, 0.04, -0.45], [-0.37, 1.71, 0.78], [-1.55, -1.88, 0.64], [0.06, 1.33, -0.87], [-0.09, 0.03, 0.11], [1.17, -0.77, 0.49], [-1.40, -0.80, 0.20], [1.61, -1.30, -0.35], [0.80, -1.37, 1.37], [-0.56, 1.80, -1.59], [2.07, -0.17, 0.91], [1.07, 1.38, -1.24]]
}